Computed, not measured: a single C27H28ClN3O4 molecule, with ωB97M-V/def2-TZVPD.

Structure (XYZ):
```
63
Properties=species:S:1:pos:R:3:forces:R:3:nbo_charge:R:1
C 2.337 5.421 -4.252 0.1 0.2 0.0 -0.250
H 1.633 6.054 -4.792 0.1 0.0 0.0 0.198
O 1.731 4.156 -4.175 -0.1 -0.3 0.1 -0.497
C 2.394 3.164 -3.506 -0.1 -0.2 0.0 0.267
C 1.740 1.938 -3.417 0.1 0.3 -0.1 -0.243
C 2.307 0.876 -2.747 0.1 -0.1 0.0 -0.209
C 3.561 0.989 -2.141 0.1 0.3 -0.2 0.137
C 4.223 2.211 -2.270 -0.1 -0.2 0.1 -0.233
C 3.650 3.285 -2.927 -0.2 0.3 -0.1 -0.282
H 4.205 4.208 -2.984 0.0 0.1 0.0 0.219
H 5.214 2.334 -1.862 0.1 0.0 0.0 0.212
N 4.191 -0.074 -1.494 0.0 -0.2 0.0 -0.433
C 3.562 -1.369 -1.460 -0.1 0.0 0.0 -0.229
H 4.348 -2.104 -1.258 -0.1 0.0 -0.1 0.198
C 2.481 -1.435 -0.353 -0.1 -0.2 -0.3 -0.234
N 2.879 -0.557 0.724 0.2 -0.1 0.0 -0.437
C 2.123 0.430 1.263 -0.2 -0.1 0.1 0.669
O 2.564 1.224 2.068 0.0 0.2 0.1 -0.604
C 0.684 0.464 0.833 -0.2 0.3 0.0 -0.080
C -0.183 -0.571 1.156 -0.1 0.1 -0.1 -0.227
C -1.523 -0.494 0.804 0.3 0.3 -0.1 0.199
C -2.003 0.617 0.119 0.0 -0.1 0.1 -0.196
C -1.143 1.647 -0.208 0.1 0.0 0.0 -0.227
C 0.193 1.579 0.158 0.0 -0.2 0.1 -0.028
Cl 1.251 2.876 -0.246 0.0 0.3 0.0 0.043
H -1.505 2.512 -0.740 0.0 0.1 -0.1 0.233
H -3.041 0.671 -0.164 -0.1 0.0 0.0 0.235
N -2.405 -1.551 1.139 0.3 0.3 -0.1 -0.513
C -3.368 -2.041 0.264 -0.1 -0.4 0.0 0.715
O -3.533 -1.657 -0.862 -0.1 0.1 -0.1 -0.562
C -4.146 -3.120 0.983 -0.2 0.0 -0.2 -0.320
H -4.130 -4.036 0.390 0.1 0.1 0.0 0.245
C -3.506 -3.222 2.369 0.0 -0.1 0.3 -0.319
C -2.396 -2.195 2.372 -0.2 -0.3 0.1 0.714
O -1.642 -1.947 3.273 0.1 0.0 0.1 -0.557
H -3.096 -4.200 2.624 0.0 0.0 0.0 0.244
C -4.650 -2.820 3.320 0.1 0.0 0.3 -0.203
H -4.299 -2.526 4.307 0.0 0.0 0.0 0.237
C -5.379 -1.756 2.499 0.0 0.0 0.0 -0.419
H -6.316 -1.445 2.954 -0.1 0.1 0.0 0.221
H -4.774 -0.875 2.289 0.0 0.1 0.0 0.212
C -5.587 -2.667 1.288 -0.1 0.0 -0.3 -0.203
H -6.090 -2.235 0.426 0.0 0.0 0.0 0.235
C -6.317 -3.857 1.921 -0.1 0.0 -0.2 -0.407
H -6.195 -4.767 1.336 0.0 0.0 -0.1 0.209
H -7.384 -3.648 1.995 0.0 0.0 0.0 0.215
C -5.671 -3.963 3.319 0.1 0.0 0.2 -0.407
H -5.200 -4.930 3.488 0.0 0.0 0.1 0.209
H -6.409 -3.809 4.106 0.0 0.0 0.0 0.215
H 0.189 -1.426 1.698 0.0 -0.1 0.0 0.241
C 4.311 -0.519 0.928 0.2 0.1 0.2 -0.245
C 4.963 0.176 -0.288 0.2 0.0 0.1 -0.218
H 5.989 -0.190 -0.420 0.0 0.1 0.1 0.190
H 4.995 1.249 -0.099 0.0 -0.1 0.0 0.219
H 4.510 0.044 1.840 0.1 -0.1 -0.1 0.255
H 4.673 -1.543 1.049 0.0 0.0 0.0 0.191
H 1.512 -1.118 -0.738 0.1 -0.1 0.0 0.222
H 2.388 -2.463 0.022 -0.1 0.0 -0.1 0.192
H 3.133 -1.603 -2.434 0.0 -0.1 0.0 0.221
H 1.743 -0.042 -2.700 0.0 -0.1 0.0 0.200
H 0.766 1.840 -3.871 -0.1 0.0 -0.1 0.223
H 3.282 5.384 -4.804 0.0 0.0 0.0 0.172
H 2.514 5.845 -3.258 0.0 0.0 0.0 0.174
```
Positions in Å, forces in eV/Å.

## Properties
LUMO in eV: 0.565
Relative energy (zero: lowest compared OMol25 entry of this formula, charge and spin) in kcal per mole: 1.0
SMILES: COc1ccc(N2CCN(C(=O)c3cc(N4C(=O)[C@@H]5[C@H]6CC[C@H](C6)[C@@H]5C4=O)ccc3Cl)CC2)cc1
M in u: 493.99
Orbital gap in Eh: 0.2881